Below is 2 unconnected molecules or ions with the total composition C17H36BN2O7 in a non-equilibrium geometry, with properties calculated with the ωB97M-V functional and the def2-TZVPD basis.

```
63
Properties=species:S:1:pos:R:3:forces:R:3
C 2.541564 0.216288 -1.046691 0.4494 0.7175 0.0231
C 1.786761 0.688981 0.335668 -0.0443 -0.8002 0.0718
O 0.352545 0.949428 0.145645 1.9162 1.4592 -0.3640
C 0.050586 2.399835 0.139671 -1.1416 -0.1566 1.0480
C -1.537820 2.502097 -0.380677 2.8065 -1.0510 -1.2451
O -2.365222 2.282342 0.737070 -0.4505 1.5784 -0.8820
C -3.298758 3.257578 1.208386 -0.7529 1.0120 2.4084
C -3.183845 4.802734 0.741234 0.4667 0.8538 -1.4932
C -3.765444 5.144081 -0.772438 1.0039 0.7564 -0.4216
C -3.067221 3.272177 2.870848 1.9833 0.3042 6.9452
O -2.665660 2.131682 3.500146 -2.2382 4.5171 -3.8988
O -3.200162 4.455591 3.725697 0.0819 -5.1697 -5.5569
N -4.705204 2.671412 0.958104 0.7689 -0.2564 1.1436
C -4.748155 1.188836 1.212558 -3.7906 -0.9798 -0.2892
C -6.460472 0.764371 0.954361 0.3481 -2.2806 -2.7597
C -6.702876 -0.544824 -0.160710 -0.6537 4.9950 0.2128
O -7.015940 1.037714 -0.481053 1.1385 -2.8174 4.1445
B -5.777676 3.447594 1.691010 -1.6622 1.1410 0.4688
O -6.473126 4.546111 0.929745 0.3093 -3.1075 0.1053
O -6.272949 3.208396 3.060531 1.6301 -0.9426 -2.8842
H 1.899137 -0.470545 -1.744576 1.0434 1.2484 1.6451
H 2.865025 1.156429 -1.700620 -0.6929 -1.9712 1.4175
H 3.514994 -0.354099 -0.721523 -1.7931 1.0531 -0.7832
H 1.868637 -0.219230 1.105747 -0.1829 2.0635 -1.5557
H 2.283635 1.649809 0.791612 -0.7022 -1.9527 -0.8409
H 0.123434 2.733021 1.282126 -0.3360 -0.3487 -2.4700
H 0.783641 3.047470 -0.501314 -1.2203 -1.3942 0.8603
H -1.595688 3.452206 -1.031507 -0.5317 -1.1878 1.4890
H -1.644639 1.579146 -1.132851 0.1242 1.9093 1.5833
H -3.686573 5.603885 1.447571 1.0445 -2.3355 -0.9347
H -2.031582 5.085612 0.708797 -2.3467 -0.7649 0.3171
H -3.028414 5.973876 -1.213022 -1.5460 -1.6840 0.8279
H -4.828563 5.656381 -0.763901 2.1251 -1.4976 0.0516
H -3.683285 4.233698 -1.516502 -0.5337 1.7747 1.5786
H -4.605081 0.850919 2.319640 0.4151 0.5645 -2.0205
H -4.245034 0.512471 0.405490 -0.4999 1.6703 1.7719
H -7.230524 0.831879 1.942493 1.9726 -0.0944 -3.1800
H -7.729285 -1.112213 -0.076022 2.4325 1.0139 -0.3539
H -5.884580 -0.736264 -0.993740 -1.7592 -0.2440 2.3574
H -6.799424 4.180459 0.033459 1.2501 0.7250 2.1512
H -5.792497 2.433598 3.481419 -0.4113 1.6443 -0.6980
C 7.619793 -3.432093 -1.212986 -0.0267 -0.0869 -0.1273
C 6.379224 -3.719514 -0.370600 -0.0764 0.2050 -0.2746
N 5.114863 -3.507314 -1.080703 -0.2262 0.1393 0.0465
C 3.946283 -3.515110 -0.195587 0.1048 0.2229 0.0465
C 3.614006 -4.819663 0.524757 -0.1914 -0.1959 0.1515
C 4.947359 -4.236179 -2.340021 0.2891 0.2676 -0.0682
C 5.043715 -5.757607 -2.293861 -0.0898 -0.3471 -0.2047
H 7.596739 -2.416661 -1.620519 -0.0775 -0.1329 0.0146
H 8.517589 -3.523805 -0.593237 -0.1288 -0.0117 -0.0372
H 7.724847 -4.140145 -2.041784 -0.0074 0.1167 0.0705
H 6.419056 -3.037655 0.488568 -0.3065 -0.1124 -0.0916
H 6.452786 -4.734431 0.030868 0.0995 -0.1817 0.1229
H 3.062675 -3.189837 -0.757414 0.2042 -0.0439 -0.1176
H 4.092416 -2.739039 0.566009 0.1677 -0.0365 -0.1180
H 3.162658 -5.549832 -0.148872 0.0926 -0.0130 0.0611
H 2.883432 -4.626769 1.317514 0.0787 0.0072 -0.0816
H 4.491390 -5.272470 0.995944 -0.0699 0.0478 -0.0742
H 5.697259 -3.870001 -3.051659 0.0202 0.0213 0.1913
H 3.989832 -3.958474 -2.798449 0.0579 0.0887 0.3140
H 5.878563 -6.109333 -1.682325 -0.0503 0.0601 -0.0158
H 5.197105 -6.146133 -3.308202 -0.0073 0.0518 0.1319
H 4.124149 -6.208865 -1.919322 0.1233 -0.0311 0.0693
```
Forces are in eV/Å.

Frontier orbital gap: 0.2348 Ha
LUMO: 2.177 eV
Charge: -1
Largest force on an atom: 7.6 eV/A